Run A
ORCA calculation (ωB97M-V/def2-TZVPD) on a cluster of 2 separate species, C5H8N4O in total.

Computed properties:
Structure (SMILES) ... N#CC/N=C1/CN=CN1.O
Spin multiplicity ... 1
HOMO energy ... -9.1 eV
Lowest unoccupied orbital energy ... -0.1 eV

Each line ends with the Löwdin charge.
Element x y z (Å)
O: -1.79877 -0.22499 -2.39990  -0.053
N: 0.47501 -0.73320 1.41163  0.063
N: 1.76396 2.28495 -0.10088  0.040
N: -1.19798 -3.60171 2.54017  0.130
N: 0.30731 0.63033 -0.56761  0.107
C: -0.58626 -1.60004 0.95537  -0.242
C: -0.88324 -2.68006 1.91568  -0.208
C: 1.79423 1.34413 1.01315  -0.134
C: 0.89073 1.83628 -0.91828  -0.200
C: 0.79342 0.25546 0.66765  -0.346
H: -1.55351 0.10054 -3.27232  0.057
H: -0.38991 0.16595 -1.15747  0.088
H: -1.53250 -1.04665 0.80692  0.123
H: 0.54664 2.35510 -1.81544  0.125
H: 1.52439 1.84359 1.95548  0.127
H: -0.33236 -2.09184 -0.00211  0.126
H: -2.62285 0.24031 -2.17513  0.070
H: 2.80169 0.92186 1.14311  0.126

=====

Run B
ORCA calculation (ωB97M-V/def2-TZVPD) on an isolated molecule of C5H8N4O.

Computed properties:
Structure (SMILES) ... Cn1ccn(C)c1=NN=O
Spin multiplicity ... 1
HOMO energy ... -7.7 eV
Lowest unoccupied orbital energy ... 0.7 eV

Each line ends with the Löwdin charge.
Element x y z (Å)
O: 3.69197 0.17301 -0.52756  -0.098
N: -0.30540 1.09858 0.08621  -0.072
N: 1.57621 -0.36162 -0.41496  0.049
N: -0.60575 -1.07011 0.02345  -0.057
N: 2.65351 0.18511 0.13441  -0.179
C: 0.44377 2.31181 0.00126  -0.033
C: 0.35116 -0.12028 -0.06760  -0.315
C: -1.82494 -0.46778 0.22287  -0.065
C: -1.60681 0.83145 0.34951  -0.084
C: -0.38756 -2.51013 -0.15109  0.016
H: -2.34692 1.66323 0.51704  0.147
H: 0.68354 -2.59800 -0.45478  0.106
H: 0.37785 2.87963 1.04946  0.138
H: -2.68039 -1.10092 0.36275  0.123
H: -0.46704 -2.93904 0.75180  0.043
H: -1.15755 -2.96452 -0.78942  0.103
H: 0.07629 2.92086 -0.83572  0.087
H: 1.52806 2.06871 -0.25761  0.092

=====

On energetic grounds, run A is preferred over the next structure by 265.7 kJ/mol.

=====

Run A
ORCA calculation (ωB97M-V/def2-TZVPD) on a structure of composition CHI3O.

Computed properties:
Spin multiplicity ... 1
HOMO energy ... -9.8 eV
Lowest unoccupied orbital energy ... -0.9 eV

Each line ends with the Löwdin charge.
Element x y z (Å)
I: -0.24124 -0.72978 1.09394  0.367
I: 4.55804 -1.44180 -0.07258  0.680
I: 2.75797 -2.31119 -3.01922  0.829
O: 2.91428 -3.78438 -0.48640  -0.094
C: 3.30423 -2.88321 -1.11156  -1.432
H: 0.83999 -0.27170 2.18333  -0.349

=====

Run B
ORCA calculation (ωB97M-V/def2-TZVPD) on a structure of composition CHI3O.

Computed properties:
Spin multiplicity ... 1
HOMO energy ... -9.7 eV
Lowest unoccupied orbital energy ... -1.0 eV

Each line ends with the Löwdin charge.
Element x y z (Å)
I: -1.71069 2.15556 -0.64406  0.838
I: 2.61772 -1.05049 -0.42174  0.399
I: -1.77457 -1.30498 -1.20537  0.628
O: -0.69094 0.06981 1.16001  -0.117
C: -1.34405 0.32791 0.22010  -1.400
H: 2.90253 -0.19780 0.89105  -0.348

=====

On energetic grounds, run A is preferred over the next structure by 8.6 kJ/mol.

=====

Run A
ORCA calculation (ωB97M-V/def2-TZVPD) on a cluster of 5 separate species, CH11O4S in total.

Computed properties:
Spin multiplicity ... 1
HOMO energy ... -3.4 eV
Lowest unoccupied orbital energy ... 3.2 eV
Net charge ... -1

Each line ends with the Löwdin charge.
Element x y z (Å)
S: 0.00433 0.51503 1.31918  0.256
O: -2.89227 1.92699 1.56741  -0.159
O: 1.84315 -0.50320 -4.81326  -0.066
O: 2.86013 -1.07222 1.34960  -0.146
O: -2.51797 -2.67750 -0.29545  -0.081
C: 0.74158 1.33048 -0.14012  -0.660
H: -2.89837 2.43413 2.38402  0.002
H: 1.19114 0.20173 -4.86800  0.028
H: -3.33010 -2.17707 -0.42329  0.024
H: 0.37353 2.36204 -0.23617  -0.009
H: -1.96722 1.59531 1.48682  -0.127
H: -1.86287 -1.97410 -0.40160  0.017
H: 1.82894 1.39555 -0.04161  -0.012
H: 3.07236 -0.69699 2.21244  0.013
H: 1.74203 -0.79156 -3.89956  0.035
H: 0.50811 0.89534 -1.11630  -0.013
H: 2.02291 -0.61011 1.13366  -0.103

=====

Run B
ORCA calculation (ωB97M-V/def2-TZVPD) on a cluster of 5 separate species, CH11O4S in total.

Computed properties:
Spin multiplicity ... 1
HOMO energy ... -3.4 eV
Lowest unoccupied orbital energy ... 3.7 eV
Net charge ... -1

Each line ends with the Löwdin charge.
Element x y z (Å)
S: 1.47221 -1.65906 1.04456  0.166
O: -1.11176 0.35887 1.87165  -0.125
O: -0.14115 -1.55806 -1.75320  -0.153
O: -2.20830 0.77161 -0.92590  -0.065
O: -1.47450 3.47929 -1.36863  -0.096
C: 2.49972 -0.23861 0.43555  -0.623
H: 2.13997 0.59973 1.02823  -0.024
H: 2.43001 -0.02499 -0.59983  -0.019
H: -1.70397 0.04121 -1.30992  0.022
H: -0.40944 -0.31831 2.00885  -0.059
H: -0.48655 1.09552 1.85165  0.025
H: -0.54045 3.34088 -1.34920  0.000
H: -2.28149 0.42973 -0.03452  0.018
H: 3.50469 -0.36283 0.75482  -0.032
H: -1.81205 2.54474 -1.29505  0.006
H: -0.18963 -2.42795 -1.30577  0.020
H: 0.45614 -1.14990 -1.08228  -0.062

=====

On energetic grounds, run B is preferred over the next structure by 28.9 kJ/mol.

=====

Run A
ORCA calculation (ωB97M-V/def2-TZVPD) on a cluster of 5 separate species, CH11O4S in total.

Computed properties:
Spin multiplicity ... 1
HOMO energy ... -3.6 eV
Lowest unoccupied orbital energy ... 3.7 eV
Net charge ... -1

Each line ends with the Löwdin charge.
Element x y z (Å)
S: 1.25268 -1.10874 0.38904  0.288
O: -2.63585 -0.69044 0.27927  -0.107
O: 0.84250 3.34189 0.03540  -0.018
O: 0.42742 1.21381 2.35751  -0.163
O: -1.13426 -2.94621 -0.53771  -0.185
C: 0.99861 -0.10240 -1.12508  -0.611
H: 1.20959 1.29200 1.75636  -0.012
H: -0.75586 -3.86282 -0.60141  0.047
H: 0.46162 0.24477 2.22661  -0.064
H: -0.33005 -2.41622 -0.24978  -0.113
H: -1.99706 0.03044 0.31060  0.009
H: 0.08458 -0.24543 -1.65628  -0.011
H: 1.78818 -0.28115 -1.89224  0.010
H: -2.18138 -1.33909 -0.32809  0.008
H: 0.88704 2.49457 0.43458  -0.031
H: 1.04617 0.94693 -1.00654  -0.046
H: 0.03604 3.42809 -0.39224  -0.001

=====

Run B
ORCA calculation (ωB97M-V/def2-TZVPD) on a cluster of 5 separate species, CH11O4S in total.

Computed properties:
Spin multiplicity ... 1
HOMO energy ... -3.7 eV
Lowest unoccupied orbital energy ... 3.7 eV
Net charge ... -1

Each line ends with the Löwdin charge.
Element x y z (Å)
S: 0.13074 0.10756 -0.26320  0.393
O: -0.97400 -1.08354 2.71407  -0.112
O: 1.88935 2.70242 -1.00961  -0.142
O: -2.60266 1.49950 -0.14478  -0.155
O: 2.27901 -2.54932 0.26227  -0.109
C: -0.79088 -0.90927 -1.50105  -0.550
H: 2.32276 2.79594 -0.14771  0.019
H: -2.66913 2.44869 -0.12739  -0.005
H: -1.66630 1.23505 0.06129  -0.109
H: -0.57651 -0.72521 1.89198  -0.076
H: 1.75224 -1.82737 -0.13934  -0.054
H: -0.86801 -1.93658 -1.11771  -0.004
H: -1.81104 -0.60554 -1.75745  0.005
H: 1.67204 -3.27812 0.34412  0.006
H: 1.02846 2.31645 -0.76836  -0.081
H: -0.09944 -0.95483 -2.34206  -0.013
H: -1.67186 -0.52867 2.99661  -0.014

=====

Run C
ORCA calculation (ωB97M-V/def2-TZVPD) on a cluster of 5 separate species, CH11O4S in total.

Computed properties:
Spin multiplicity ... 1
HOMO energy ... -3.2 eV
Lowest unoccupied orbital energy ... 3.3 eV
Net charge ... -1

Each line ends with the Löwdin charge.
Element x y z (Å)
S: 0.92113 -1.09368 0.37309  0.142
O: 3.07188 1.97282 -0.79165  -0.112
O: -2.09260 0.03763 2.52401  -0.082
O: -1.19824 2.13305 0.15678  -0.136
O: -1.84672 -0.28578 -0.76701  -0.180
C: 1.18449 -2.20932 -1.15820  -0.615
H: -1.00896 -0.59115 -0.37392  -0.147
H: -1.82454 -0.46029 3.28490  0.011
H: -1.42170 1.54035 -0.60615  0.014
H: -2.14994 0.25221 0.01803  0.016
H: 2.22011 2.16985 -1.27006  0.050
H: 1.90848 -1.78423 -1.89933  -0.012
H: 2.79960 1.16158 -0.37532  -0.048
H: 1.57953 -3.18311 -0.78309  -0.029
H: 0.15712 -2.47718 -1.67943  0.028
H: -0.28706 1.85438 0.42450  0.029
H: -2.01258 0.96287 2.92287  0.073

=====

On energetic grounds, run B is preferred over the next structure by 40.3 kJ/mol.

=====

Run A
ORCA calculation (ωB97M-V/def2-TZVPD) on an isolated molecule of C3H8N2O2S.

Computed properties:
Spin multiplicity ... 1
HOMO energy ... -10.3 eV
Lowest unoccupied orbital energy ... 0.7 eV

Each line ends with the Löwdin charge.
Element x y z (Å)
S: 0.03532 -1.78923 -1.24766  0.597
O: 0.57150 -2.48211 -2.36552  -0.275
O: -1.07835 -2.35400 -0.56598  -0.278
N: -0.18690 -0.12853 -1.50295  -0.044
N: 1.23543 -1.27760 -0.15386  -0.064
C: -0.70805 1.76350 1.07102  -0.094
C: 0.70926 0.07469 -0.19458  -0.382
C: -0.11864 0.35770 1.04175  -0.228
H: 0.54142 0.21251 1.89996  0.119
H: 1.44136 0.85408 -0.41371  0.143
H: 0.06906 2.51075 0.92257  0.074
H: -1.45957 1.89130 0.29507  0.068
H: -1.17614 1.94642 2.03587  0.075
H: -1.13258 0.19757 -1.37914  0.077
H: -0.90444 -0.39858 1.09635  0.107
H: 2.16134 -1.37847 -0.53918  0.103

=====

Run B
ORCA calculation (ωB97M-V/def2-TZVPD) on an isolated molecule of C3H8N2O2S.

Computed properties:
Structure (SMILES) ... CO/N=C(\CO)NS
Spin multiplicity ... 1
HOMO energy ... -8.9 eV
Lowest unoccupied orbital energy ... 0.7 eV

Each line ends with the Löwdin charge.
Element x y z (Å)
S: 3.03484 -1.57601 -0.36614  0.772
O: -1.11492 0.89353 -0.00004  -0.247
O: -0.78154 -0.98502 1.88622  -0.057
N: 1.38706 -1.39197 -0.80199  -0.380
N: -0.23039 0.18844 -0.79386  0.085
C: 0.52106 -0.63496 1.41590  -0.197
C: -2.00908 1.62716 -0.82306  -0.091
C: 0.54344 -0.55578 -0.09810  -0.407
H: -2.58704 2.28777 -0.14704  0.091
H: 1.18961 -1.39567 -1.79866  0.087
H: 3.39921 -0.33119 -0.63675  -0.151
H: 1.18053 -1.38347 1.83683  0.096
H: 0.84721 0.38555 1.82207  0.145
H: -2.66567 0.93740 -1.44985  0.101
H: -1.34212 -0.31632 1.47094  0.061
H: -1.37221 2.25053 -1.51647  0.091

=====

On energetic grounds, run A is preferred over the next structure by 153.4 kJ/mol.

=====

Run A
ORCA calculation (ωB97M-V/def2-TZVPD) on a structure of composition C4H6Br2N2O3.

Computed properties:
Spin multiplicity ... 1
HOMO energy (alpha / beta) ... -9.2 / -9.1 eV
Lowest unoccupied orbital energy (alpha / beta) ... -2.2 / -2.2 eV

Each line ends with the Löwdin charge.
Element x y z (Å)
Br: -3.87914 0.70277 1.13852  0.627
Br: -2.77423 -2.11191 0.07104  0.690
O: 3.12651 0.79851 0.70283  0.049
O: -1.02199 0.02738 -0.99668  -0.093
O: 1.72097 0.63545 2.32171  -0.038
N: 2.09777 0.39521 1.13376  -0.511
N: 1.30781 -0.39388 0.44206  0.032
C: 1.28182 -0.59597 -0.91337  -0.196
C: 0.22877 0.37454 -1.54536  -0.120
C: -2.22862 -0.43131 0.92061  -1.014
C: -1.16555 0.28452 0.30060  -0.207
H: 2.37173 -0.32342 -1.23317  0.170
H: -0.83393 1.29810 0.68489  0.171
H: -1.99284 -0.61890 2.00377  0.080
H: 0.53692 1.48645 -1.42118  0.174
H: 0.17767 0.03621 -2.53046  0.104
H: 1.04633 -1.56374 -1.07954  0.082

=====

Run B
ORCA calculation (ωB97M-V/def2-TZVPD) on an isolated molecule of C4H6Br2N2O3.

Computed properties:
Structure (SMILES) ... [O-]/[N+](O)=N\CCOC=C(Br)Br
Spin multiplicity ... 1
HOMO energy ... -8.7 eV
Lowest unoccupied orbital energy ... 0.4 eV

Each line ends with the Löwdin charge.
Element x y z (Å)
Br: -3.23687 -1.27237 0.79489  0.652
Br: -3.38082 1.75142 -0.46803  0.697
O: 0.24851 2.16300 1.45057  0.104
O: 1.83643 1.73876 -0.00781  0.037
O: -0.66237 -1.17077 -0.89518  -0.104
N: 1.01718 1.29464 0.81821  -0.411
N: 0.83324 0.11052 1.16112  0.096
C: -2.40877 0.20107 -0.15494  -1.168
C: 1.45637 -0.98761 0.42955  -0.173
C: -1.25133 -0.00487 -0.86503  -0.383
C: 0.80967 -1.16382 -0.91570  -0.141
H: 1.45117 -1.85520 1.16037  0.142
H: -0.87571 0.82027 -1.40835  0.106
H: 1.16457 -2.14244 -1.34317  0.146
H: 1.10425 -0.29158 -1.55509  0.132
H: -0.57388 1.71429 1.77552  0.149
H: 2.46837 -0.90530 0.02307  0.119

=====

On energetic grounds, run B is preferred over the next structure by 192.8 kJ/mol.